(1)
{"formula": "C7H6O6V", "method": "ωB97M-V/def2-TZVPD", "symbols": ["O", "C", "V", "O", "C", "C", "O", "C", "O", "C", "O", "C", "C", "O", "H", "H", "H", "H", "H", "H"], "coordinates": [[0.030, -0.010, -5.014], [0.080, 0.041, -3.885], [0.023, 0.057, 0.534], [1.935, -2.445, 0.292], [1.218, -1.526, 0.236], [-1.233, 1.673, 0.147], [-1.951, 2.630, 0.160], [-1.581, -1.148, -0.144], [-2.490, -1.865, -0.100], [1.557, 1.265, -0.004], [2.509, 1.990, 0.016], [-0.240, -1.027, 4.450], [-0.690, -1.143, 3.015], [0.039, -0.010, 2.448], [0.856, -1.114, 4.497], [-0.696, -1.819, 5.035], [-0.533, -0.047, 4.850], [-0.383, -2.072, 2.508], [-1.772, -0.992, 2.864], [-0.260, 0.871, 2.716]], "nbo_charge": [-0.41, 0.43, 0.61, -0.26, 0.54, 0.53, -0.26, 0.51, -0.26, 0.54, -0.26, -0.63, -0.09, -0.69, 0.24, 0.26, 0.23, 0.21, 0.21, 0.53], "charge": 2, "spin_multiplicity": 4, "de_lowest_ev": 0.000, "homo_energy_ev": [-18.70, -19.40], "homo_lumo_gap_ev": [7.805, 8.176], "s2": 3.77}

(2)
{"formula": "C35H46NO3RhSi2Te", "method": "ωB97M-V/def2-TZVPD", "symbols": ["Rh", "C", "Si", "C", "C", "C", "Si", "C", "C", "C", "H", "H", "H", "H", "H", "H", "H", "H", "H", "H", "H", "H", "H", "H", "H", "H", "H", "H", "H", "Te", "C", "C", "C", "C", "C", "C", "C", "C", "C", "C", "C", "C", "H", "H", "H", "H", "H", "H", "H", "H", "H", "H", "C", "O", "H", "H", "H", "C", "C", "C", "C", "C", "C", "N", "C", "C", "C", "C", "C", "C", "C", "O", "O", "C", "C", "H", "H", "H", "H", "H", "H", "H", "H", "H", "H", "H", "H", "H", "H"], "coordinates": [[0.343, -0.579, -1.280], [0.234, -5.372, 0.270], [1.048, -3.705, -0.211], [1.901, -4.027, -1.898], [2.337, -3.197, 1.109], [-0.301, -2.385, -0.325], [-1.106, -1.633, 1.222], [-2.825, -0.976, 0.697], [-1.399, -2.997, 2.534], [-0.014, -0.302, 2.083], [0.970, -6.171, 0.290], [-0.533, -5.654, -0.445], [-0.235, -5.331, 1.245], [2.936, -4.331, -1.767], [1.889, -3.132, -2.515], [1.396, -4.811, -2.455], [3.227, -3.819, 1.075], [1.917, -3.278, 2.106], [2.641, -2.164, 0.960], [-1.054, -2.673, -1.067], [-3.572, -1.762, 0.757], [-2.803, -0.620, -0.329], [-3.164, -0.158, 1.323], [-1.943, -3.833, 2.109], [-1.973, -2.630, 3.377], [-0.460, -3.379, 2.918], [0.621, 0.217, 1.366], [0.635, -0.747, 2.831], [-0.614, 0.454, 2.584], [2.649, -0.101, -2.700], [3.869, 1.291, -1.614], [3.729, 1.461, -0.247], [4.533, 2.364, 0.427], [5.486, 3.092, -0.264], [5.640, 2.911, -1.629], [4.828, 2.018, -2.306], [4.198, -1.576, -2.450], [4.866, -1.718, -1.241], [5.886, -2.643, -1.115], [6.225, -3.453, -2.186], [5.544, -3.333, -3.386], [4.538, -2.393, -3.520], [2.968, 0.908, 0.284], [4.415, 2.497, 1.492], [6.104, 3.808, 0.257], [6.395, 3.465, -2.166], [4.942, 1.880, -3.374], [4.590, -1.098, -0.400], [6.422, -2.736, -0.182], [7.012, -4.183, -2.084], [5.802, -3.968, -4.220], [4.013, -2.297, -4.461], [-0.973, -0.158, -4.147], [0.102, -0.683, -3.470], [-1.721, -0.934, -4.368], [-0.639, 0.296, -5.093], [-1.486, 0.623, -3.564], [-5.916, 1.364, 3.941], [-5.757, 1.575, 2.466], [-6.836, 1.306, 1.636], [-6.712, 1.411, 0.263], [-5.510, 1.803, -0.286], [-4.416, 2.089, 0.531], [-3.212, 2.393, -0.116], [-2.281, 3.326, 0.231], [-2.663, 4.530, 0.842], [-1.739, 5.519, 1.090], [-0.399, 5.332, 0.770], [0.006, 4.140, 0.209], [-0.915, 3.135, -0.076], [-0.422, 1.870, -0.647], [-1.218, 1.069, -1.218], [0.793, 1.552, -0.532], [-4.527, 1.959, 1.923], [-3.341, 2.091, 2.833], [-6.952, 1.140, 4.177], [-5.613, 2.238, 4.514], [-5.307, 0.524, 4.276], [-7.770, 0.983, 2.075], [-7.554, 1.183, -0.373], [-5.392, 1.873, -1.357], [-2.855, 1.681, -0.752], [-3.707, 4.679, 1.077], [-2.062, 6.457, 1.521], [0.313, 6.120, 0.954], [1.042, 3.962, -0.035], [-3.421, 2.974, 3.467], [-2.410, 2.159, 2.275], [-3.286, 1.218, 3.485]], "lowdin_spin": [2.52, 0.02, 0.06, 0.01, 0.00, 0.35, 0.07, 0.00, 0.02, 0.02, 0.00, 0.00, 0.00, 0.00, 0.00, 0.00, 0.00, 0.00, 0.00, 0.03, 0.00, 0.00, 0.00, 0.00, 0.00, 0.00, 0.01, 0.00, 0.00, 0.17, 0.02, 0.00, 0.00, 0.00, 0.00, 0.01, 0.02, 0.01, 0.00, 0.01, 0.00, 0.01, 0.00, 0.00, 0.00, 0.00, 0.00, 0.00, 0.00, 0.00, 0.00, 0.00, 0.03, 0.35, 0.01, 0.01, 0.01, 0.00, 0.00, 0.00, 0.00, 0.00, 0.00, 0.00, 0.00, 0.00, 0.00, 0.00, 0.00, 0.00, 0.02, 0.11, 0.10, 0.00, 0.00, 0.00, 0.00, 0.00, 0.00, 0.00, 0.00, 0.00, 0.00, 0.00, 0.00, 0.00, 0.00, 0.00, 0.00], "spin_multiplicity": 5, "de_lowest_ev": 0.509, "homo_energy_ev": [-7.53, -7.55], "homo_lumo_gap_ev": [7.981, 5.961], "s2": 6.01}

(3)
{"formula": "C53H50GaOP3S", "method": "ωB97M-V/def2-TZVPD", "symbols": ["Ga", "C", "C", "P", "C", "C", "C", "C", "C", "C", "C", "C", "C", "C", "C", "C", "C", "P", "C", "C", "C", "C", "C", "C", "C", "C", "C", "C", "C", "C", "H", "H", "H", "H", "H", "H", "H", "H", "H", "H", "H", "H", "H", "H", "H", "H", "H", "H", "H", "H", "H", "H", "H", "H", "H", "H", "C", "C", "C", "C", "C", "C", "P", "C", "C", "C", "C", "C", "C", "C", "C", "C", "C", "C", "C", "C", "C", "C", "C", "H", "H", "H", "H", "H", "H", "H", "H", "H", "H", "H", "H", "H", "H", "H", "H", "O", "S", "C", "C", "C", "C", "H", "H", "H", "H", "H", "H", "H", "H"], "coordinates": [[0.760, 0.414, 0.799], [0.209, 2.159, -1.801], [0.524, 3.255, -0.718], [1.510, 2.687, 0.651], [3.249, 3.228, 0.454], [3.980, 3.650, 1.579], [5.190, 4.230, 1.440], [5.745, 4.365, 0.163], [5.043, 4.025, -0.958], [3.776, 3.392, -0.826], [0.914, 3.527, 2.087], [0.975, 4.939, 2.053], [0.461, 5.673, 3.068], [-0.160, 5.038, 4.145], [-0.194, 3.643, 4.204], [0.259, 2.880, 3.132], [-1.132, 1.528, -1.797], [-1.407, 0.401, -0.359], [-1.656, -1.289, -1.030], [-2.004, -1.507, -2.399], [-2.160, -2.805, -2.823], [-2.071, -3.884, -1.969], [-1.603, -3.637, -0.712], [-1.416, -2.381, -0.199], [-2.735, 0.854, 0.769], [-2.944, 2.180, 1.146], [-4.050, 2.489, 1.940], [-4.971, 1.517, 2.254], [-4.670, 0.205, 2.008], [-3.550, -0.162, 1.297], [0.992, 1.432, -1.809], [0.377, 2.728, -2.744], [-0.407, 3.548, -0.330], [1.032, 4.149, -1.178], [3.600, 3.493, 2.594], [5.616, 4.762, 2.281], [6.651, 4.877, 0.114], [5.550, 4.150, -1.948], [3.117, 3.223, -1.731], [1.396, 5.464, 1.199], [0.509, 6.750, 3.086], [-0.626, 5.640, 4.956], [-0.685, 3.124, 5.032], [0.173, 1.825, 3.158], [-1.143, 0.902, -2.696], [-1.959, 2.191, -1.773], [-2.169, -0.615, -2.915], [-2.544, -2.883, -3.816], [-2.326, -4.938, -2.256], [-1.399, -4.523, -0.121], [-1.042, -2.306, 0.829], [-2.256, 2.964, 1.001], [-4.101, 3.480, 2.278], [-5.960, 1.683, 2.690], [-5.385, -0.592, 2.360], [-3.396, -1.187, 1.021], [6.566, 0.021, 1.360], [6.454, -0.727, 0.155], [5.208, -0.956, -0.403], [4.060, -0.507, 0.252], [4.212, 0.189, 1.443], [5.439, 0.515, 1.986], [2.358, -0.845, -0.354], [2.399, -1.025, -2.139], [1.504, -2.006, -2.649], [1.238, -1.996, -4.001], [1.888, -1.141, -4.812], [2.886, -0.331, -4.304], [3.177, -0.294, -2.936], [2.001, -2.352, 0.552], [2.440, -3.571, 0.170], [2.166, -4.719, 0.998], [1.611, -4.529, 2.213], [1.266, -3.226, 2.747], [0.681, -3.082, 4.017], [0.091, -1.921, 4.369], [0.101, -0.868, 3.444], [0.771, -0.921, 2.251], [1.372, -2.178, 1.851], [7.494, 0.130, 1.886], [7.331, -1.056, -0.377], [5.111, -1.592, -1.234], [3.286, 0.437, 2.012], [5.577, 1.154, 2.865], [1.000, -2.717, -2.069], [0.644, -2.744, -4.499], [1.705, -1.283, -5.881], [3.515, 0.118, -4.971], [4.076, 0.265, -2.553], [2.843, -3.685, -0.865], [2.318, -5.731, 0.596], [1.496, -5.467, 2.740], [0.857, -3.871, 4.729], [-0.442, -1.661, 5.294], [-0.462, 0.012, 3.751], [-4.741, -1.363, -1.534], [-5.926, -2.169, -1.122], [-7.346, -1.393, -1.891], [-7.937, -2.429, -2.849], [-6.806, -3.275, -3.379], [-6.030, -3.656, -2.134], [-6.818, -0.636, -2.524], [-8.069, -0.813, -1.250], [-8.512, -1.910, -3.624], [-8.614, -3.109, -2.272], [-6.217, -2.571, -3.976], [-7.168, -4.086, -4.033], [-4.998, -3.954, -2.341], [-6.544, -4.428, -1.589]], "mulliken_charge": [-0.44, -0.89, -1.68, 2.34, 0.51, -0.38, -0.70, -0.76, -0.87, -0.38, 0.18, -0.75, -0.74, -0.57, -0.67, 0.15, -1.19, 0.88, 1.83, -1.18, -1.20, -1.15, -1.03, -0.16, 1.02, -0.58, -0.88, -0.77, -0.50, -0.76, -0.11, 0.77, 0.73, 0.77, 0.46, 0.46, 0.53, 0.38, 0.27, 0.43, 0.48, 0.39, 0.44, -0.44, 0.50, 0.69, 0.87, 0.56, 0.44, 0.48, 0.43, 0.38, 0.56, 0.40, 0.39, 0.44, -0.74, -0.87, -0.68, 0.68, 0.22, -0.77, 2.41, 0.54, -1.16, -0.68, -0.88, -1.07, 0.07, 0.09, 0.00, -1.07, -0.79, 1.19, -0.87, -1.05, 0.45, 1.36, -1.68, 0.48, 0.49, 0.57, -0.01, 0.51, 0.43, 0.51, 0.42, 0.65, 0.41, 0.38, 0.43, 0.42, 0.46, 0.41, 0.40, -0.49, 0.30, -0.54, -0.69, -0.55, -0.40, 0.24, 0.40, 0.36, 0.28, 0.24, 0.38, 0.04, 0.46], "charge": 2, "spin_multiplicity": 1, "homo_energy_ev": -12.55, "homo_lumo_gap_ev": 7.856}

(4)
{"formula": "C5H8N2S", "method": "ωB97M-V/def2-TZVPD", "symbols": ["N", "C", "C", "N", "S", "C", "C", "C", "H", "H", "H", "H", "H", "H", "H", "H"], "coordinates": [[1.110, 1.103, 2.710], [1.513, 0.874, 1.337], [0.458, 0.339, 0.412], [-0.759, 0.139, 0.818], [-1.768, -0.518, -0.465], [-0.291, -1.053, -1.318], [0.806, -0.664, -2.278], [0.547, 0.179, -1.080], [0.779, 0.224, 3.117], [0.322, 1.698, 2.714], [2.385, 0.207, 1.296], [1.867, 1.820, 0.909], [0.103, -1.862, -0.717], [0.606, -0.174, -3.225], [1.579, -1.428, -2.315], [-0.009, 1.064, -1.478]], "nbo_charge": [-0.81, -0.26, 0.25, -0.56, 0.43, -0.42, -0.33, -0.32, 0.36, 0.36, 0.21, 0.21, 0.21, 0.23, 0.23, 0.22], "spin_multiplicity": 1, "smiles": "NCC1=NS[C@H]2C[C@H]12", "de_lowest_ev": 3.863, "homo_energy_ev": -8.65, "homo_lumo_gap_ev": 9.497}

(5)
{"formula": "H3OS2", "method": "ωB97M-V/def2-TZVPD", "symbols": ["O", "H", "S", "S", "H", "H"], "coordinates": [[-1.180, -1.001, -1.429], [-1.234, -1.746, -0.804], [1.166, -0.408, 0.914], [0.545, 1.442, 0.678], [-0.609, -0.415, -0.910], [1.312, 2.128, 1.549]], "nbo_charge": [-0.93, 0.46, -0.14, 0.03, 0.46, 0.12], "spin_multiplicity": 2, "de_lowest_ev": 0.014, "homo_energy_ev": [-9.43, -9.79], "homo_lumo_gap_ev": [9.724, 7.563], "s2": 0.75}

(6)
{"formula": "C7H14", "method": "ωB97M-V/def2-TZVPD", "symbols": ["C", "C", "C", "C", "C", "C", "C", "H", "H", "H", "H", "H", "H", "H", "H", "H", "H", "H", "H", "H", "H"], "coordinates": [[-0.101, 0.981, -1.372], [0.243, -0.403, -0.808], [1.641, -0.735, -0.397], [2.491, 0.422, -0.041], [-0.557, -0.768, 0.499], [-0.561, 0.346, 1.548], [-1.990, -1.181, 0.157], [-1.164, 1.040, -1.637], [0.471, 1.177, -2.287], [0.108, 1.795, -0.671], [-0.066, -1.160, -1.542], [-0.058, -1.644, 0.936], [3.065, 0.527, -0.982], [3.240, 0.170, 0.717], [2.037, 1.402, 0.170], [-1.045, -0.010, 2.465], [-1.124, 1.221, 1.201], [0.448, 0.677, 1.815], [-2.006, -2.019, -0.547], [-2.522, -1.491, 1.064], [-2.550, -0.348, -0.287]], "nbo_charge": [-0.63, -0.40, 0.20, -0.80, -0.20, -0.62, -0.60, 0.22, 0.21, 0.20, 0.22, 0.23, 0.28, 0.24, 0.19, 0.22, 0.20, 0.21, 0.21, 0.21, 0.20], "spin_multiplicity": 1, "de_lowest_ev": 3.640, "homo_energy_ev": -7.92, "homo_lumo_gap_ev": 8.487}